Entry 1:
2 unconnected molecules or ions with the total composition C4H12S2 in a non-equilibrium geometry, computed with ωB97M-V/def2-TZVPD.

Geometry (Å):
S 2.48611 0.20273 0.48791
S 0.88056 1.46496 -0.04670
C -2.76600 -1.97622 0.60044
C 2.37560 -0.94656 -0.93819
C -2.89814 0.53318 -0.03053
C -3.28795 -0.85574 -0.39662
H -4.33572 -1.04440 -0.64190
H 3.32338 -0.93851 -1.46868
H -2.01269 -1.45730 1.17546
H -2.73256 -1.12883 -1.30383
H 1.55116 2.59470 0.31327
H -1.84452 0.52880 0.29922
H 2.25523 -1.95267 -0.50950
H 1.55872 -0.71234 -1.61208
H -2.89218 1.12440 -0.95835
H -2.35354 -2.80631 0.02940
H -3.68534 -2.16875 1.13108
H -3.44995 0.99893 0.79278

Force components x, y, z for each atom (eV/Å):
S -0.785 0.046 -0.593
S 0.814 0.319 0.598
C -1.221 1.987 -1.168
C 0.588 -0.579 0.698
C 0.823 0.721 -0.058
C 1.195 -2.358 -0.691
H -0.019 0.391 0.175
H -0.012 0.144 -0.187
H 0.226 -0.492 0.597
H -0.297 0.498 -0.271
H -0.356 -0.348 -0.339
H -0.331 -0.013 -0.096
H -0.172 0.319 -0.292
H -0.037 0.110 0.110
H -0.355 0.359 0.559
H -0.217 -0.155 0.397
H 0.373 -0.925 0.924
H -0.217 -0.024 -0.363

Output
Molecular weight ... 124.3 g/mol
E_HOMO ... -8.468 eV
Orbital gap ... 8.859 eV
Structure (SMILES) ... CCC.CSS
Maximum force ... 2.7 eV/A
Total charge ... 0

Results of the natural (NBO) charge analysis, in e, for atoms 1 through 5: S 0.0713; S -0.1582; C -0.6130; C -0.7360; C -0.6175



Entry 2:
2 unconnected molecules or ions with the total composition C4H12S2 in a non-equilibrium geometry, computed with ωB97M-V/def2-TZVPD.

Geometry (Å):
S 1.61268 -2.73830 1.62516
S -2.35312 0.81847 -1.09468
C -0.81852 1.66755 -1.55142
C 0.98864 -1.10635 2.11990
C -0.29966 -0.75649 1.39280
C 0.14261 0.77259 -2.34337
H 0.69079 1.23201 -3.16138
H -0.41794 -0.05978 -2.76038
H -0.13923 -0.50163 0.35441
H -0.83290 0.06347 1.88731
H -1.02920 -1.55545 1.56976
H 1.74915 -0.37515 1.87369
H 0.83115 -1.08051 3.19642
H 2.76122 -2.32423 1.08360
H 0.88715 0.36683 -1.65679
H -2.32503 0.97296 0.22167
H -1.09910 2.54980 -2.10886
H -0.34868 2.05420 -0.64785

Force components x, y, z for each atom (eV/Å):
S 0.060 -0.162 0.040
S -0.350 -0.221 -0.380
C 0.411 0.461 -0.024
C -0.173 0.410 -0.206
C -0.650 -0.102 1.147
C -0.078 -0.408 0.463
H -0.147 0.452 0.041
H 0.076 -0.151 -0.102
H -0.177 -0.337 -0.202
H 0.479 0.411 -0.071
H 0.210 -0.208 -0.763
H 0.202 0.090 0.133
H 0.097 -0.139 0.019
H 0.040 -0.010 -0.016
H -0.017 -0.203 -0.102
H 0.134 0.109 0.284
H -0.113 0.143 -0.298
H -0.003 -0.132 0.038

Output
Molecular weight ... 124.3 g/mol
E_HOMO ... -8.996 eV
Orbital gap ... 9.733 eV
Structure (SMILES) ... CCS.CCS
Maximum force ... 1.3 eV/A
Total charge ... 0

Results of the natural (NBO) charge analysis, in e, for atoms 1 through 5: S -0.0490; S -0.0435; C -0.5265; C -0.5165; C -0.6194



Entry 3:
2 unconnected molecules or ions with the total composition C4H12S2 in a non-equilibrium geometry, computed with ωB97M-V/def2-TZVPD.

Geometry (Å):
S -1.25930 0.20535 -0.75483
S 2.82076 -0.53546 0.05771
C 2.15999 -1.04248 1.68065
C -1.97563 -1.18188 -1.77364
C 2.60844 1.29471 0.09754
C -2.76402 0.94193 -0.11158
H 3.10463 1.65444 0.99685
H 1.08005 -0.90895 1.67382
H -1.32949 -2.03009 -1.57283
H 1.57093 1.61129 0.11362
H -3.02023 0.36424 0.77793
H 3.16507 1.60124 -0.78128
H -3.66844 1.06901 -0.70031
H 2.62407 -0.55934 2.53307
H -2.47680 1.92832 0.24816
H -2.95107 -1.38535 -1.34055
H 2.34462 -2.11429 1.67552
H -2.03359 -0.91268 -2.81984

Force components x, y, z for each atom (eV/Å):
S -0.362 -0.449 -1.153
S -0.217 0.593 0.410
C -0.261 -0.159 -1.000
C 0.450 0.701 1.247
C 0.443 -1.143 0.481
C 0.038 0.120 1.292
H 0.082 0.176 -0.070
H -0.032 0.157 0.195
H 0.006 -0.144 -0.367
H -0.096 -0.065 -0.314
H -0.303 0.077 -0.014
H -0.216 0.426 -0.076
H 0.333 -0.231 -0.650
H 0.154 0.063 -0.013
H 0.000 0.111 -0.015
H -0.101 -0.110 -0.208
H 0.084 -0.060 0.344
H -0.003 -0.063 -0.090

Output
Molecular weight ... 124.3 g/mol
E_HOMO ... -8.325 eV
Orbital gap ... 9.305 eV
Structure (SMILES) ... CSC.CSC
Maximum force ... 1.5 eV/A
Total charge ... 0

Results of the natural (NBO) charge analysis, in e, for atoms 1 through 5: S 0.1578; S 0.1555; C -0.7382; C -0.7105; C -0.7230



Entry 4:
2 unconnected molecules or ions with the total composition C4H12Si2 in a non-equilibrium geometry, computed with ωB97M-V/def2-TZVPD.

Geometry (Å):
Si 2.66817 -0.57140 -0.61110
Si -0.78526 1.87004 0.57188
C -0.95977 1.40456 2.44439
C 1.73739 -1.64978 -1.79125
C 1.46931 -2.96644 -1.80290
C -1.95886 0.63763 -0.38128
H -1.71209 2.08995 3.04072
H -1.04780 3.16377 0.23850
H -0.08667 1.45266 3.03956
H 2.04074 -3.54611 -1.15087
H -1.71111 -0.39108 -0.18112
H 1.24392 -1.06812 -2.43839
H -2.92461 0.85041 -0.18287
H -1.82512 0.60456 -1.55218
H 3.74962 0.05567 -1.37954
H 2.83496 -0.82628 0.79743
H -1.33573 0.47382 2.50811
H 0.71786 -3.48140 -2.48159

Force components x, y, z for each atom (eV/Å):
Si -0.546 0.501 -0.930
Si 0.166 -4.092 0.813
C -1.054 4.782 -0.032
C 0.934 -2.547 2.344
C -0.914 0.893 -1.226
C 4.166 0.024 -2.964
H 1.208 -1.097 -1.366
H -0.577 2.707 -0.545
H 1.195 0.066 0.328
H 0.452 -1.365 1.023
H -0.019 -0.399 0.736
H -1.918 2.150 -2.699
H -3.354 0.531 0.706
H -0.215 0.700 2.115
H 0.280 0.169 0.281
H 0.332 -0.487 0.485
H -1.292 -3.394 0.110
H 1.157 0.859 0.819

Output
Molecular weight ... 116.3 g/mol
E_HOMO (spin up / spin down) ... -7.119 / -7.231 eV
Orbital gap (spin up / spin down) ... 6.849 / 6.770 eV
Maximum force ... 5.1 eV/A
Total charge ... 0

Results of the natural (NBO) charge analysis, in e, for atoms 1 through 5: Si 0.7425; Si 1.0061; C -1.0756; C -0.6592; C -0.3359



Entry 5:
A molecular structure, C4H13AsF6N2O2P2 in a non-equilibrium geometry, computed with ωB97M-V/def2-TZVPD.

Geometry (Å):
As -0.99000 4.08308 -2.03262
P -0.16800 1.02151 0.64428
P 2.49027 -0.91527 -0.09602
F 0.10417 4.20273 -0.66332
F -2.31276 3.90816 -0.93103
F -0.73664 2.32592 -1.96114
F -1.20895 5.78994 -2.07272
F 0.36634 4.18643 -3.10597
F -2.05665 3.85112 -3.37233
O -1.53666 1.51093 0.63153
O -0.64804 -3.43830 0.24404
N -0.28887 -0.78957 0.29833
N 3.40311 -0.06464 0.81317
C -1.45267 -2.82147 1.22480
C 0.92887 -1.59751 0.64590
C 0.69387 -3.02891 0.16619
C -1.44110 -1.28399 1.13752
H 0.42050 1.03752 1.91773
H 1.36908 -3.70356 0.70540
H -2.46216 -3.16877 1.01927
H 0.95891 -3.09750 -0.89418
H 0.71956 1.48471 -0.33124
H 3.12058 0.05586 1.77671
H -0.49507 -0.85729 -0.70347
H 1.03381 -1.50233 1.72895
H -1.29593 -0.84196 2.12410
H 3.06633 -2.06951 -0.65421
H -2.35899 -0.86879 0.73458
H 1.97607 -0.25321 -1.23050
H -1.19899 -3.15534 2.23623

Force components x, y, z for each atom (eV/Å):
As -0.071 -0.027 0.054
P -0.975 1.369 -0.292
P 0.330 0.325 0.341
F 0.025 -0.086 0.019
F 0.018 0.000 -0.027
F 0.148 -0.340 -0.019
F 0.086 -0.001 0.024
F 0.004 -0.001 0.043
F 0.038 -0.016 0.004
O -0.216 -0.162 0.257
O -0.141 0.145 -0.256
N 0.532 0.117 0.438
N -0.384 -0.045 0.063
C -0.120 -0.043 0.103
C -0.156 -0.001 -0.383
C 0.191 -0.058 0.005
C -0.065 -0.070 0.017
H 0.411 -0.434 -0.125
H -0.092 0.022 0.102
H -0.001 -0.034 0.045
H -0.009 -0.027 0.010
H 0.191 -0.201 0.048
H 0.256 0.084 -0.013
H -0.140 -0.129 0.038
H -0.003 -0.187 -0.004
H -0.049 -0.010 0.005
H -0.067 -0.048 -0.110
H 0.059 0.037 -0.133
H 0.007 -0.210 -0.197
H 0.193 0.031 -0.056

Output
Molecular weight ... 372.0 g/mol
E_HOMO ... -10.955 eV
Orbital gap ... 10.160 eV
Maximum force ... 1.7 eV/A
Total charge ... 0

Results of the natural (NBO) charge analysis, in e, for atoms 1 through 5: As 2.8384; P 1.6400; P 1.3413; F -0.6516; F -0.6253



Entry 6:
3 unconnected molecules or ions with the total composition C4H13B3ClFO7S in a non-equilibrium geometry, computed with ωB97M-V/def2-TZVPD.

Geometry (Å):
Cl -3.67274 3.59146 -0.87003
S 0.53428 0.88965 -1.13645
F 0.41031 0.51778 -2.66311
O -3.89649 0.88762 -1.07393
O 1.33824 -0.12550 -0.53889
O 0.89827 2.26196 -1.08752
O 2.28162 -2.25372 -2.36694
O -2.46463 2.94021 4.18406
O -1.95281 -0.46738 -1.01341
O -1.92841 1.68199 -0.01994
C -1.46032 0.72315 3.94816
C 3.48924 -2.69720 -2.96543
C 4.46297 -3.27128 -1.95321
C -1.51936 2.15868 3.46278
B -1.29400 0.65837 -0.64992
B -3.15982 1.96152 -0.62499
B -3.23085 -0.23443 -1.52660
H -2.44326 0.25612 3.87572
H 3.19617 -3.45927 -3.68802
H 4.00435 -4.10043 -1.41378
H -0.75019 0.14007 3.35855
H -2.20477 2.95415 5.10879
H 3.96349 -1.87946 -3.52101
H -1.84400 2.20320 2.42516
H -0.52687 2.61975 3.51504
H 2.48195 -1.56071 -1.72977
H -1.14272 0.67864 4.99237
H 5.36873 -3.63122 -2.44418
H -3.69156 -0.93182 -2.36006
H 4.75316 -2.51194 -1.22344

Force components x, y, z for each atom (eV/Å):
Cl -0.104 0.085 0.153
S 0.052 -0.050 0.344
F -0.044 -0.008 -0.004
O 0.175 0.305 -0.744
O 0.059 0.062 -0.031
O 0.008 -0.060 -0.048
O 0.017 -0.086 -0.085
O -0.036 -0.036 -0.068
O 0.270 0.207 -0.975
O 0.241 0.578 -0.954
C -0.068 -0.004 -0.003
C 0.010 0.056 0.033
C -0.036 -0.017 0.030
C 0.031 0.064 0.072
B -0.198 -0.358 0.796
B -0.175 -0.528 0.679
B -0.183 -0.053 0.583
H 0.006 -0.008 -0.008
H 0.019 0.005 -0.009
H 0.007 -0.006 -0.006
H 0.012 0.006 0.002
H 0.016 0.009 0.070
H -0.002 -0.019 -0.027
H 0.023 -0.001 -0.008
H 0.003 -0.009 -0.025
H -0.066 0.024 0.070
H 0.026 -0.006 -0.009
H 0.001 0.004 -0.005
H -0.079 -0.158 0.184
H 0.015 0.003 -0.011

Output
Molecular weight ... 292.1 g/mol
E_HOMO ... -10.012 eV
Orbital gap ... 9.713 eV
Structure (SMILES) ... O=S(=O)(F)B1OBOB(Cl)O1.CCO.CCO
Maximum force ... 1.1 eV/A
Total charge ... 0

Results of the natural (NBO) charge analysis, in e, for atoms 1 through 5: Cl -0.1120; S 2.1819; F -0.4788; O -0.8820; O -0.9102



What is the formula in the sixth record?
C4H13B3ClFO7S



What did the sixth record say?
3 unconnected molecules or ions with the total composition C4H13B3ClFO7S in a non-equilibrium geometry, computed with ωB97M-V/def2-TZVPD.

Geometry (Å):
Cl -3.67274 3.59146 -0.87003
S 0.53428 0.88965 -1.13645
F 0.41031 0.51778 -2.66311
O -3.89649 0.88762 -1.07393
O 1.33824 -0.12550 -0.53889
O 0.89827 2.26196 -1.08752
O 2.28162 -2.25372 -2.36694
O -2.46463 2.94021 4.18406
O -1.95281 -0.46738 -1.01341
O -1.92841 1.68199 -0.01994
C -1.46032 0.72315 3.94816
C 3.48924 -2.69720 -2.96543
C 4.46297 -3.27128 -1.95321
C -1.51936 2.15868 3.46278
B -1.29400 0.65837 -0.64992
B -3.15982 1.96152 -0.62499
B -3.23085 -0.23443 -1.52660
H -2.44326 0.25612 3.87572
H 3.19617 -3.45927 -3.68802
H 4.00435 -4.10043 -1.41378
H -0.75019 0.14007 3.35855
H -2.20477 2.95415 5.10879
H 3.96349 -1.87946 -3.52101
H -1.84400 2.20320 2.42516
H -0.52687 2.61975 3.51504
H 2.48195 -1.56071 -1.72977
H -1.14272 0.67864 4.99237
H 5.36873 -3.63122 -2.44418
H -3.69156 -0.93182 -2.36006
H 4.75316 -2.51194 -1.22344

Force components x, y, z for each atom (eV/Å):
Cl -0.104 0.085 0.153
S 0.052 -0.050 0.344
F -0.044 -0.008 -0.004
O 0.175 0.305 -0.744
O 0.059 0.062 -0.031
O 0.008 -0.060 -0.048
O 0.017 -0.086 -0.085
O -0.036 -0.036 -0.068
O 0.270 0.207 -0.975
O 0.241 0.578 -0.954
C -0.068 -0.004 -0.003
C 0.010 0.056 0.033
C -0.036 -0.017 0.030
C 0.031 0.064 0.072
B -0.198 -0.358 0.796
B -0.175 -0.528 0.679
B -0.183 -0.053 0.583
H 0.006 -0.008 -0.008
H 0.019 0.005 -0.009
H 0.007 -0.006 -0.006
H 0.012 0.006 0.002
H 0.016 0.009 0.070
H -0.002 -0.019 -0.027
H 0.023 -0.001 -0.008
H 0.003 -0.009 -0.025
H -0.066 0.024 0.070
H 0.026 -0.006 -0.009
H 0.001 0.004 -0.005
H -0.079 -0.158 0.184
H 0.015 0.003 -0.011

Output
Molecular weight ... 292.1 g/mol
E_HOMO ... -10.012 eV
Orbital gap ... 9.713 eV
Structure (SMILES) ... O=S(=O)(F)B1OBOB(Cl)O1.CCO.CCO
Maximum force ... 1.1 eV/A
Total charge ... 0

Results of the natural (NBO) charge analysis, in e, for atoms 1 through 5: Cl -0.1120; S 2.1819; F -0.4788; O -0.8820; O -0.9102